{"formula": "H36O18", "method": "ωB97M-V/def2-TZVPD", "species": ["O", "H", "H", "O", "H", "H", "O", "H", "H", "O", "H", "H", "O", "H", "H", "O", "H", "H", "O", "H", "H", "O", "H", "H", "O", "H", "H", "O", "H", "H", "O", "H", "H", "O", "H", "H", "O", "H", "H", "O", "H", "H", "O", "H", "H", "O", "H", "H", "O", "H", "H", "O", "H", "H"], "xyz": [[-4.15, 0.00, 2.08], [-4.39, 0.90, 2.50], [-4.75, -0.58, 2.51], [-2.79, 3.72, -0.76], [-3.36, 2.87, -1.07], [-2.31, 3.34, 0.07], [5.76, 0.63, 2.78], [5.52, 0.09, 1.99], [5.35, -0.05, 3.32], [1.09, 0.59, 1.30], [1.17, 1.49, 1.13], [0.81, 0.42, 2.13], [1.97, -3.82, 3.12], [1.73, -3.84, 4.06], [2.70, -3.19, 3.11], [0.86, 1.15, -4.09], [1.71, 1.48, -3.66], [0.70, 0.36, -3.53], [-4.81, -2.82, 0.58], [-4.13, -2.14, 0.43], [-4.49, -3.43, 1.21], [-1.19, -0.59, 5.44], [-0.95, -1.25, 6.18], [-2.08, -0.42, 5.01], [-1.45, 6.00, -2.20], [-2.18, 5.65, -2.63], [-0.90, 5.17, -1.88], [2.50, -1.44, -1.21], [2.60, -2.43, -0.91], [1.96, -1.24, -0.46], [-1.83, -6.16, 0.64], [-2.72, -6.13, 0.77], [-1.37, -5.40, 0.92], [0.80, 3.08, 1.33], [1.47, 3.09, 2.15], [0.69, 3.98, 1.08], [1.35, -5.57, 0.11], [0.93, -6.36, -0.24], [1.14, -5.54, 1.11], [3.60, 3.51, -3.17], [3.01, 2.87, -2.51], [2.88, 3.71, -3.85], [0.49, 3.95, -3.09], [1.31, 4.43, -3.23], [0.08, 3.51, -3.77], [3.94, 1.58, -1.42], [4.92, 1.79, -1.26], [3.92, 0.72, -1.78], [-1.70, -0.75, -0.93], [-0.90, -0.80, -1.54], [-2.25, -1.25, -1.46], [-4.30, -1.83, -2.30], [-4.48, -1.01, -1.78], [-3.46, -2.07, -2.35]], "relative_energy_kcal_mol": 120.7, "charge": 1, "multiplicity": 2, "homo_ev": [-12.9, -12.9]}